Entry 1:
This record from the Open Molecules 2025 dataset describes a cluster of 2 separate species, CH4N2P2 in total at a distorted geometry. The level of theory is ωB97M-V/def2-TZVPD.

Last column: natural (NBO) charge in e.
CARTESIAN COORDINATES (ANGSTROEM)
C -0.11 0.39 -0.04  -0.329
N -0.96 -0.57 -0.51  -0.794
N 0.77 0.17 1.15  -0.884
P -1.81 0.95 0.07  0.618
P 1.61 0.84 -0.28  0.843
H -0.77 -0.76 -1.45  0.384
H 0.93 -0.77 1.69  0.423
H -2.13 0.28 1.27  -0.047
H 2.48 -0.54 -1.90  -0.214

Summary:
- HOMO-LUMO gap (spin up / spin down): 7.9 / 8.0 eV
- E_HOMO (spin up / spin down): -8.6 / -8.7 eV
- Net charge: 0
- Energy relative to the best compared isomer or geometry (same formula, charge and spin): 443.71 kJ/mol

***

Entry 2:
This record from the Open Molecules 2025 dataset describes an isolated molecule of CH4N2S at a distorted geometry. The level of theory is ωB97M-V/def2-TZVPD.

Last column: natural (NBO) charge in e.
CARTESIAN COORDINATES (ANGSTROEM)
C -0.43 0.28 -0.44  0.272
N -1.67 0.22 -0.34  -0.662
N 0.59 -0.44 -0.02  -0.764
S 2.10 0.17 -0.06  0.200
H -0.22 1.22 -0.81  0.150
H 0.20 -0.83 0.68  0.383
H -1.96 -0.65 0.00  0.306
H 2.52 -0.22 -1.35  0.116

Summary:
- SMILES: [H]/N=C\NS
- HOMO-LUMO gap: 10.2 eV
- E_HOMO: -9.5 eV
- Net charge: 0
- Energy relative to the best compared isomer or geometry (same formula, charge and spin): 250.31 kJ/mol

***

Entry 3:
This record from the Open Molecules 2025 dataset describes an isolated molecule of CH4N2S at a distorted geometry. The level of theory is ωB97M-V/def2-TZVPD.

Last column: natural (NBO) charge in e.
CARTESIAN COORDINATES (ANGSTROEM)
C -0.31 0.01 -0.15  0.334
H -0.26 1.96 0.23  0.429
H -1.97 1.22 0.36  0.398
H -2.30 -1.00 0.06  0.398
H -1.11 -2.10 0.14  0.419
N -1.02 1.18 -0.05  -0.828
N -1.24 -1.00 0.01  -0.848
S 1.46 -0.09 0.02  -0.303

Summary:
- SMILES: NC(N)=S
- HOMO-LUMO gap: 8.8 eV
- E_HOMO: -8.3 eV
- Net charge: 0
- Energy relative to the best compared isomer or geometry (same formula, charge and spin): 122.33 kJ/mol

***

Entry 4:
This record from the Open Molecules 2025 dataset describes a cluster of 2 separate species, CH4N2S2 in total at a distorted geometry. The level of theory is ωB97M-V/def2-TZVPD.

Last column: natural (NBO) charge in e.
CARTESIAN COORDINATES (ANGSTROEM)
C 0.83 -0.48 -1.44  -0.126
N 0.41 0.32 -0.52  -0.500
N -0.98 -0.46 1.16  -0.672
S 2.48 -0.61 -1.87  0.028
S -1.68 1.02 1.64  0.276
H 0.03 -1.03 -1.94  0.188
H 1.07 0.78 0.13  0.360
H -1.77 -1.04 0.86  0.333
H -0.39 1.51 1.99  0.113

Summary:
- HOMO-LUMO gap (spin up / spin down): 8.7 / 6.3 eV
- E_HOMO (spin up / spin down): -9.3 / -8.6 eV
- Net charge: 0
- Energy relative to the best compared isomer or geometry (same formula, charge and spin): 399.48 kJ/mol